# C48H31IO11P

A 3-piece molecular cluster, C48H31IO11P overall at a distorted geometry (wB97M-V/def2-TZVPD, the OMol25 dataset).

CARTESIAN COORDINATES (ANGSTROEM)
C  3.126  1.776  3.263
C  3.121  0.263  3.762
C  4.563  -0.357  3.979
O  5.029  -1.170  2.880
C  5.506  -0.338  1.845
C  4.515  0.058  0.812
C  4.988  0.950  -0.234
C  6.390  1.445  -0.297
C  7.371  1.033  0.689
C  6.882  0.120  1.764
C  7.964  -0.325  2.823
C  8.500  1.031  3.470
O  7.718  1.701  4.079
I  10.533  1.740  3.273
C  6.686  2.436  -1.483
O  7.712  2.409  -2.102
C  5.514  3.449  -1.769
C  5.802  4.857  -2.065
C  7.279  5.395  -2.108
O  7.636  6.183  -3.002
O  8.133  5.034  -1.187
C  4.645  5.753  -2.280
C  3.256  5.271  -2.213
C  2.959  3.842  -1.912
P  1.219  3.216  -1.775
O  0.406  3.332  -3.042
C  4.113  2.955  -1.697
C  3.980  1.434  -1.337
O  3.201  0.678  -1.878
H  2.772  1.822  2.191
H  2.463  2.450  3.872
H  4.196  2.127  3.280
H  2.487  0.196  4.682
H  2.622  -0.350  2.965
H  5.253  0.495  4.234
H  4.493  -1.028  4.886
H  3.453  -0.293  0.865
H  8.424  1.400  0.658
H  7.534  -1.007  3.600
H  8.862  -0.795  2.326
H  4.870  6.834  -2.477
H  2.392  5.961  -2.375
H  0.601  3.931  -0.691
H  1.182  1.838  -1.376
C  1.009  -0.065  -3.674
C  0.263  0.033  -4.845
C  -0.898  -0.713  -4.996
C  -1.313  -1.568  -3.979
C  -0.551  -1.684  -2.813
C  0.604  -0.921  -2.660
C  -0.952  -2.627  -1.742
O  -0.292  -2.727  -0.722
C  -2.169  -3.455  -1.935
C  -2.528  -4.386  -0.963
C  -3.671  -5.155  -1.127
C  -4.466  -4.992  -2.258
C  -4.109  -4.069  -3.231
C  -2.955  -3.305  -3.077
C  -2.564  -2.346  -4.141
O  -3.258  -2.207  -5.132
H  1.908  0.523  -3.554
H  0.587  0.693  -5.641
H  -1.478  -0.629  -5.907
H  1.193  -0.996  -1.753
H  -1.915  -4.516  -0.078
H  -3.946  -5.883  -0.371
H  -5.363  -5.587  -2.382
H  -4.728  -3.948  -4.112
C  -11.061  -1.400  2.727
C  -10.913  -2.552  1.958
C  -9.679  -2.868  1.410
C  -8.589  -2.027  1.618
C  -8.743  -0.861  2.368
C  -9.979  -0.556  2.931
C  -7.602  0.071  2.558
O  -7.736  1.085  3.215
C  -6.301  -0.254  1.925
C  -5.237  0.636  2.044
C  -4.011  0.335  1.466
C  -3.840  -0.861  0.774
C  -4.899  -1.748  0.648
C  -6.134  -1.444  1.214
C  -7.268  -2.384  1.041
O  -7.122  -3.428  0.433
H  -12.024  -1.159  3.162
H  -11.762  -3.204  1.789
H  -9.567  -3.767  0.816
H  -10.100  0.342  3.526
H  -5.363  1.567  2.584
H  -3.186  1.032  1.556
H  -2.880  -1.099  0.329
H  -4.762  -2.676  0.103

* net charge: -1
* Kohn-Sham gap: 4.91 eV
* multiplicity: 1
* strongest force on any atom: 4.26 eV Å⁻¹

Need the Mulliken charges? In units of e they are: C -0.542; C -0.516; C -0.438; O -0.508; C -0.317; C -0.428; C 0.698; C 0.310; C -0.846; C 0.843; C -0.716; C 0.086; O -0.445; I 0.030; C -0.063; O -0.456; C 0.407; C 0.164; C 0.309; O -0.698; O -0.719; C -0.691; C -0.603; C 0.483; P 0.596; O -0.698; C 0.373; C -0.245; O -0.477; H -0.055; H 0.322; H 0.243; H 0.431; H 0.222; H 0.183; H 0.341; H 0.549; H 0.355; H 0.279; H 0.442; H 0.377; H 0.341; H 0.087; H -0.046; C -0.280; C -0.910; C -0.588; C 0.200; C 0.195; C -0.631; C 0.498; O -0.742; C 0.224; C -0.372; C -0.599; C -0.429; C -0.683; C 0.352; C 0.538; O -0.691; H 0.590; H 0.429; H 0.467; H 0.711; H 0.443; H 0.393; H 0.417; H 0.481; C -0.449; C -0.483; C -0.476; C 0.154; C 0.095; C -0.546; C 0.614; O -0.672; C 0.338; C -0.596; C -0.748; C -0.182; C -0.475; C 0.009; C 0.494; O -0.671; H 0.394; H 0.391; H 0.454; H 0.461; H 0.467; H 0.432; H 0.480; H 0.542

# C48H33F3N3O6SSb2Se4Y

C48H33F3N3O6SSb2Se4Y as an isolated structure at a distorted geometry (wB97M-V/def2-TZVPD, the OMol25 dataset).

CARTESIAN COORDINATES (ANGSTROEM)
Y  -0.250  -0.164  -0.144
O  2.612  -2.250  4.533
C  3.357  -2.708  3.510
C  4.610  -3.250  3.804
C  5.425  -3.722  2.791
C  5.012  -3.663  1.464
C  3.771  -3.124  1.170
C  2.930  -2.647  2.172
C  1.645  -2.010  1.753
O  1.418  -1.850  0.529
N  0.893  -1.538  2.739
N  -0.211  -0.872  2.238
C  -0.864  -0.219  3.134
C  -2.167  0.375  2.948
C  -2.781  0.993  4.046
C  -4.082  1.440  3.992
C  -4.808  1.233  2.810
C  -4.239  0.626  1.718
C  -2.881  0.212  1.724
O  -2.349  -0.313  0.679
H  1.776  -1.882  4.116
H  4.920  -3.284  4.841
H  6.395  -4.137  3.040
H  5.651  -4.028  0.670
H  3.417  -3.040  0.150
H  -0.457  -0.168  4.148
H  -2.205  1.103  4.961
H  -4.539  1.926  4.844
H  -5.840  1.564  2.756
H  -4.791  0.471  0.799
S  4.149  0.750  -2.512
C  3.110  0.115  -3.723
C  1.954  -0.370  -3.200
C  1.818  -0.275  -1.768
C  2.947  0.337  -1.292
C  3.230  0.570  0.113
C  4.529  0.536  0.638
C  4.723  0.634  2.000
C  3.621  0.789  2.831
C  2.376  0.856  2.234
N  2.167  0.767  0.920
H  3.401  0.158  -4.763
H  1.189  -0.801  -3.834
H  5.360  0.370  -0.034
H  5.720  0.560  2.416
H  3.713  0.832  3.907
H  1.489  1.014  2.839
O  -1.243  -0.066  -4.568
C  -2.105  0.988  -4.616
C  -2.891  1.218  -5.742
C  -3.745  2.306  -5.788
C  -3.831  3.167  -4.703
C  -3.069  2.911  -3.575
C  -2.192  1.836  -3.513
C  -1.418  1.582  -2.244
O  -0.196  1.338  -2.269
O  -2.066  1.649  -1.165
H  -1.494  -0.714  -5.237
H  -2.827  0.532  -6.580
H  -4.351  2.474  -6.670
H  -4.497  4.021  -4.730
H  -3.154  3.545  -2.703
Se  -1.252  -3.309  -0.188
Sb  -2.044  -4.388  -2.302
Se  -4.391  -4.502  -2.675
Se  -0.497  -5.840  -3.375
Se  -1.170  -1.925  -2.168
F  0.733  6.336  -4.504
C  0.470  5.601  -3.392
C  -0.740  5.773  -2.759
C  -0.999  5.020  -1.616
C  -0.066  4.118  -1.132
C  1.148  3.971  -1.805
C  1.424  4.710  -2.943
Sb  -0.281  3.008  0.679
C  -2.107  3.862  1.429
C  -2.156  4.465  2.683
C  -3.326  5.038  3.163
C  -4.448  4.995  2.364
F  -5.596  5.561  2.821
C  -4.454  4.381  1.130
C  -3.278  3.803  0.671
C  1.002  4.495  1.668
C  2.250  4.188  2.197
C  3.071  5.171  2.745
C  2.620  6.470  2.751
F  3.405  7.440  3.291
C  1.396  6.829  2.220
C  0.601  5.833  1.676
H  -1.462  6.475  -3.155
H  -1.944  5.157  -1.104
H  1.875  3.235  -1.473
H  2.351  4.585  -3.487
H  -1.267  4.504  3.303
H  -3.376  5.503  4.138
H  -5.370  4.333  0.555
H  -3.280  3.262  -0.267
H  2.616  3.173  2.181
H  4.044  4.930  3.154
H  1.087  7.866  2.229
H  -0.354  6.110  1.243

* net charge: -2
* Kohn-Sham gap: 6.47 eV
* relative energy (zero: lowest compared OMol25 entry of this formula, charge and spin): 65.4 kcal/mol
* multiplicity: 1
* strongest force on any atom: 1.60 eV Å⁻¹

Atomic partial charges in e from the Mulliken method, atoms 1 to 99: Y 0.501; O -0.739; C 0.452; C -0.723; C -0.310; C -0.884; C -0.537; C 0.339; C 0.605; O -0.502; N -1.012; N 0.310; C -0.216; C 0.443; C -0.660; C -0.786; C -0.246; C -0.913; C 0.346; O -0.482; H 0.534; H 0.418; H 0.367; H 0.407; H 0.459; H 0.230; H 0.336; H 0.388; H 0.399; H 0.384; S -0.311; C -0.486; C -0.557; C 0.602; C 0.246; C 0.045; C -0.662; C -0.952; C -0.778; C -1.424; N 2.627; H 0.458; H 0.276; H 0.466; H 0.411; H 0.452; H 0.241; O -0.279; C 1.031; C -0.878; C -0.531; C -1.078; C -0.331; C -0.126; C 0.214; O 0.221; O -0.207; H 0.273; H 0.339; H 0.359; H 0.401; H 0.292; Se -0.210; Sb 0.483; Se -0.609; Se -0.612; Se 0.222; F -0.393; C 0.219; C -0.629; C -0.546; C 0.369; C -0.206; C -0.632; Sb 0.953; C 0.214; C -0.691; C -0.794; C 0.194; F -0.402; C -0.550; C -0.446; C -0.138; C -0.375; C -0.565; C 0.237; F -0.370; C -0.908; C -0.319; H 0.443; H 0.388; H 0.175; H 0.489; H 0.497; H 0.422; H 0.445; H 0.531; H 0.448; H 0.518

# C48H35BrCl2FFeN4O4P2Te

C48H35BrCl2FFeN4O4P2Te as an isolated structure at a distorted geometry (wB97M-V/def2-TZVPD, the OMol25 dataset).

CARTESIAN COORDINATES (ANGSTROEM)
Fe  -0.831  -0.631  -0.334
Te  4.003  -0.528  0.728
C  4.608  1.372  1.516
C  4.464  1.708  2.860
C  4.887  2.951  3.299
N  5.448  3.874  2.515
C  5.585  3.546  1.230
C  5.191  2.333  0.691
C  1.936  -0.064  0.415
P  0.646  -0.610  1.551
C  0.553  0.687  2.852
C  1.224  1.897  2.735
C  0.991  2.926  3.637
C  0.060  2.766  4.653
C  -0.599  1.551  4.795
C  -0.344  0.519  3.907
C  1.442  -1.949  2.522
C  1.435  -3.219  1.941
C  2.076  -4.283  2.552
C  2.718  -4.102  3.773
C  2.699  -2.853  4.376
C  2.065  -1.784  3.759
P  1.250  -0.239  -1.220
C  1.395  1.412  -2.030
C  0.537  1.722  -3.102
C  0.443  3.039  -3.554
C  1.230  4.027  -2.984
C  2.112  3.722  -1.958
C  2.170  2.421  -1.477
C  2.439  -1.199  -2.240
C  2.984  -0.728  -3.434
C  3.852  -1.519  -4.176
C  4.184  -2.795  -3.745
C  3.623  -3.285  -2.573
C  2.752  -2.501  -1.837
H  4.011  1.010  3.552
H  4.771  3.236  4.341
H  6.038  4.307  0.599
H  5.324  2.133  -0.365
H  1.912  2.033  1.910
H  1.528  3.862  3.536
H  -0.177  3.595  5.310
H  -1.334  1.424  5.582
H  -0.863  -0.429  4.013
H  0.914  -3.351  0.995
H  2.080  -5.261  2.083
H  3.231  -4.928  4.252
H  3.196  -2.704  5.329
H  2.063  -0.806  4.225
H  -0.168  -0.158  -3.121
H  -0.259  3.292  -4.339
H  1.147  5.049  -3.336
H  2.712  4.499  -1.499
H  2.794  2.181  -0.625
H  2.744  0.268  -3.783
H  4.276  -1.131  -5.095
H  4.868  -3.407  -4.321
H  3.869  -4.284  -2.231
H  2.298  -2.890  -0.931
F  -6.196  -2.152  3.143
C  -5.951  -2.829  2.007
C  -4.693  -3.232  1.747
N  -4.384  -3.966  0.635
C  -2.982  -4.222  0.333
C  -2.204  -2.918  0.065
O  -1.059  -3.021  -0.415
O  -2.758  -1.843  0.383
C  -5.340  -4.234  -0.324
O  -5.112  -4.832  -1.360
N  -6.609  -3.810  -0.003
C  -7.046  -3.112  1.133
O  -8.223  -2.844  1.264
H  -3.881  -2.985  2.413
H  -2.933  -4.861  -0.541
H  -2.511  -4.735  1.173
H  -7.310  -3.980  -0.707
Cl  -0.056  1.560  -6.572
C  -1.511  1.301  -5.659
C  -2.731  1.508  -6.280
C  -3.898  1.292  -5.559
C  -3.839  0.850  -4.250
C  -2.611  0.624  -3.651
Cl  -2.560  -0.030  -2.046
C  -1.409  0.883  -4.334
N  -0.173  0.675  -3.708
H  -2.773  1.827  -7.311
H  -4.856  1.456  -6.037
H  -4.740  0.680  -3.676
Br  -3.876  5.050  1.914
C  -2.904  3.513  1.281
C  -3.340  2.250  1.632
C  -2.602  1.153  1.196
C  -1.440  1.268  0.415
C  -1.074  2.574  0.074
C  -1.783  3.696  0.499
H  -4.232  2.113  2.232
H  -2.951  0.167  1.487
H  -0.196  2.746  -0.539
H  -1.459  4.694  0.224

* ⟨S²⟩: 1.11
* net charge: -2
* Kohn-Sham gap (spin up / spin down): 4.94 / 5.05 eV
* relative energy (zero: lowest compared OMol25 entry of this formula, charge and spin): 15.2 kcal/mol
* multiplicity: 2
* strongest force on any atom: 1.25 eV Å⁻¹

Need the Mulliken charges? In units of e they are: Fe -0.512; Te 0.173; C 0.030; C -0.012; C -0.366; N -0.721; C -0.454; C -0.184; C -1.348; P 1.569; C -0.260; C -0.709; C -0.833; C -0.626; C -0.650; C -0.385; C 0.326; C -0.204; C -0.861; C -0.487; C -0.728; C -0.482; P 2.605; C 0.900; C 0.444; C -0.400; C -1.135; C -0.631; C -0.425; C 0.243; C -0.652; C -0.679; C -0.524; C -0.759; C -0.211; H 0.277; H 0.392; H 0.371; H 0.404; H 0.893; H 0.452; H 0.331; H 0.363; H 0.421; H 0.183; H 0.414; H 0.344; H 0.378; H 0.287; H 0.226; H 0.416; H 0.300; H 0.414; H -0.106; H 0.339; H 0.378; H 0.340; H 0.402; H 0.390; F -0.346; C 0.425; C -0.071; N 0.142; C -1.326; C 0.837; O -0.654; O -0.639; C 0.510; O -0.670; N -0.072; C 0.285; O -0.671; H 0.417; H 0.439; H 0.205; H 0.216; Cl -0.222; C 0.778; C -0.590; C -0.398; C -0.807; C 0.641; Cl 0.006; C -1.501; N -0.145; H 0.423; H 0.343; H 0.464; Br -0.323; C -0.017; C -0.588; C 0.000; C 0.215; C 0.764; C -0.782; H 0.454; H 0.241; H -0.104; H 0.457

Question: Which value of multiplicity does entry 3 give?
Answer: 2